A structure of composition C56H117N6O8Pt at a distorted geometry. Source: the Open Molecules 2025 dataset; level of theory: ωB97M-V/def2-TZVPD.

```
188
C56H117N6O8Pt, DFT ωB97M-V/def2-TZVPD
Pt 17.56572 16.89423 11.08882
C 17.87973 13.35196 12.90519
C 17.71075 14.69328 12.32547
O 17.94611 15.74808 12.94678
O 17.37682 14.79703 11.09883
H 18.79298 12.94799 12.45273
H 17.09093 12.70034 12.61821
H 17.99844 13.44130 13.97235
C 19.60671 13.72485 9.64284
C 20.70065 12.78774 9.10779
C 20.31012 12.30896 7.70900
C 20.71400 13.32044 6.61458
C 22.13430 13.78923 6.62294
C 22.49078 14.37535 8.04191
N 22.05893 13.33553 9.01518
O 22.50548 13.76486 10.29175
C 24.07302 14.40992 8.13952
C 21.95709 15.69814 8.17529
C 20.72622 11.58666 10.01285
H 19.92631 14.17383 10.59309
H 18.76708 13.07192 9.80058
H 19.25840 14.57067 8.97295
H 20.97099 11.45006 7.65515
H 19.25332 11.99704 7.75807
H 19.97535 14.13067 6.53498
H 20.66672 12.86406 5.63373
H 22.30529 14.62522 5.95146
H 22.87009 13.09376 6.27737
H 24.54748 14.85229 7.23714
H 24.42889 14.97040 9.07419
H 24.38004 13.37391 8.08673
H 22.58376 16.31140 7.50074
H 20.93048 15.84992 7.86442
H 22.09264 16.19508 9.17045
H 19.77468 11.09186 10.21709
H 21.04727 11.94293 10.97431
H 21.42948 10.83605 9.62415
H 21.94553 14.47385 10.64568
C 14.71558 11.79664 10.99324
C 15.29628 10.39669 11.17894
C 16.45404 10.28007 10.23847
C 17.44085 9.09739 10.39834
C 17.97589 9.17767 11.82254
C 16.82058 9.25011 12.88750
N 15.88844 10.37946 12.52890
O 14.87195 10.45757 13.53058
C 16.11905 7.85840 12.83418
C 17.37971 9.45384 14.31996
C 14.11801 9.46639 10.92076
H 15.49086 12.58369 11.24380
H 13.85298 12.15280 11.58393
H 14.38321 11.91183 9.96350
H 16.04364 10.39929 9.24816
H 16.99989 11.18198 10.34423
H 18.19369 9.14814 9.64768
H 16.87638 8.19590 10.22335
H 18.65051 9.99190 11.84704
H 18.53038 8.24220 12.04406
H 15.86496 7.40419 11.85579
H 16.76124 7.13442 13.37402
H 15.19475 7.61400 13.34816
H 16.55713 9.42808 14.99883
H 17.91056 8.49087 14.49296
H 17.97317 10.32347 14.45665
H 13.79580 9.67438 9.88740
H 13.30624 9.77637 11.50616
H 14.19533 8.46726 11.16269
H 15.06533 11.33542 13.87678
C 12.88369 20.67656 13.49061
C 11.98219 19.43226 13.16876
C 11.45749 19.60679 11.72888
C 10.82275 18.34268 11.22284
C 11.80667 17.20449 11.24529
C 12.31671 16.93024 12.65779
N 12.86224 18.23344 13.25289
O 13.30524 18.06070 14.55575
C 11.22126 16.13956 13.40394
C 13.45203 15.97562 12.61742
C 10.79416 19.30571 14.11589
H 13.32510 20.62892 14.48054
H 12.32737 21.63184 13.41475
H 13.69753 20.75654 12.81124
H 10.73789 20.46300 11.65791
H 12.34522 19.86440 11.12774
H 10.41873 18.40418 10.19931
H 9.94238 18.14612 11.79883
H 12.68590 17.46329 10.57084
H 11.41555 16.26743 10.82132
H 10.21835 16.52118 13.11960
H 11.30786 15.05040 13.12349
H 11.28438 16.28487 14.49706
H 13.19385 15.03746 12.12400
H 14.28818 16.37976 11.97107
H 13.81904 15.69206 13.57772
H 10.05327 18.60290 13.78662
H 10.24736 20.22005 14.10116
H 11.22014 19.08749 15.11726
H 14.26057 17.97058 14.55635
C 17.20137 21.39397 11.07288
C 16.89779 19.98943 10.73272
C 16.84878 19.66727 9.26458
C 18.16557 19.85692 8.58107
C 19.19006 18.87130 9.13589
C 19.32187 19.12652 10.64914
N 17.91784 19.02624 11.29620
O 17.98285 19.16737 12.68061
C 20.12552 17.92700 11.12558
C 20.15606 20.37285 10.94430
C 15.55175 19.62910 11.36082
H 17.86267 21.97051 10.44742
H 17.57765 21.45359 12.10234
H 16.25548 21.91156 11.16193
H 16.56811 18.59210 9.18832
H 16.10536 20.28244 8.76185
H 18.54572 20.87858 8.69269
H 18.07786 19.73424 7.49285
H 20.15235 18.94465 8.58875
H 18.83875 17.87710 8.97121
H 20.22690 17.88886 12.22614
H 19.63597 16.97310 10.89553
H 21.07721 17.87019 10.53806
H 20.08610 20.59988 11.99652
H 21.19802 20.04248 10.72248
H 19.92100 21.27762 10.38961
H 15.56952 19.54267 12.46948
H 15.23572 18.65512 10.97968
H 14.80893 20.36920 11.05982
H 18.27482 20.04198 12.92207
C 23.77393 18.03484 11.96462
C 23.79641 16.87849 12.99368
C 24.34226 17.36610 14.31714
C 24.10968 16.39424 15.43354
C 22.61024 16.03737 15.58804
C 22.13759 15.36837 14.26679
N 22.43182 16.37896 13.20609
O 21.91430 15.71027 12.06402
C 22.76590 13.95356 13.83849
C 20.63194 15.19682 14.39241
C 24.79674 15.86824 12.44371
H 24.71749 18.56725 11.93532
H 23.04456 18.79752 12.29938
H 23.49090 17.67971 10.96406
H 25.41825 17.46993 14.22596
H 23.92294 18.31636 14.64682
H 24.43195 16.91595 16.32859
H 24.76728 15.48503 15.31981
H 21.98185 16.89892 15.81330
H 22.58592 15.25382 16.33960
H 23.07118 14.03390 12.82260
H 23.55122 13.62342 14.52163
H 21.93743 13.20806 13.79203
H 20.21765 14.50417 13.67189
H 20.43863 14.82286 15.40790
H 20.03302 16.13071 14.29551
H 25.69679 16.37947 12.13629
H 24.48069 15.27456 11.60099
H 25.08819 15.17598 13.20167
H 20.99612 15.92849 11.96695
C 16.24725 20.51822 15.04705
C 17.35132 20.35053 16.08509
C 16.97046 19.03803 16.85281
C 18.09842 18.46669 17.73911
C 19.49667 18.42062 16.95355
C 19.84882 19.74946 16.28518
N 18.64682 20.03718 15.46156
O 18.94859 21.04952 14.53770
C 20.32649 20.85092 17.25057
C 21.01597 19.63928 15.23283
C 17.23470 21.48579 17.11489
H 16.16203 19.63029 14.43978
H 16.34862 21.37024 14.37036
H 15.31724 20.58859 15.62978
H 16.03500 19.10961 17.44799
H 16.75441 18.24242 16.18693
H 17.79816 17.44380 18.07159
H 18.12373 18.99359 18.67925
H 19.47732 17.73552 16.15832
H 20.24272 18.09002 17.65179
H 19.91911 20.65387 18.26476
H 21.44232 20.72320 17.33057
H 20.06492 21.82243 16.84068
H 20.78179 18.87514 14.43554
H 21.34105 20.62516 14.86967
H 21.79322 19.14047 15.80992
H 18.06702 21.58079 17.85112
H 16.30876 21.20156 17.60611
H 17.01165 22.42719 16.59732
H 19.31252 21.78488 14.97960
```

Computed properties:
Total charge: +1
E (a.u.): -3253.03714
2S+1: 3
Max |F| (eV Å⁻¹): 4.32
HOMO energy (alpha / beta) (eV): -9.6 / -9.5


A cluster of 11 separate species, C56H126F15N6O22 in total at a distorted geometry. Source: the Open Molecules 2025 dataset; level of theory: ωB97M-V/def2-TZVPD.

```
225
C56H126F15N6O22, DFT ωB97M-V/def2-TZVPD
C -12.12190 3.10852 3.32211
O -11.90386 2.21232 4.42728
O -10.86954 3.88831 3.23622
C -12.84129 2.28496 2.18889
F -12.91471 2.93689 1.02967
F -12.10980 1.19351 1.92063
F -14.03588 1.86753 2.49654
C -11.85982 2.66830 5.81008
C -11.96104 1.44376 6.72183
H -12.15601 1.79330 7.73569
H -12.83253 0.88219 6.38532
H -11.09646 0.80117 6.55545
H -12.68206 3.31052 6.12564
H -10.93296 3.17755 6.07406
H -12.89115 3.78131 3.70119
C -13.43277 5.68458 -2.86227
O -12.28439 4.82275 -2.88257
O -14.10086 5.52898 -4.07334
C -14.20735 5.38563 -1.52967
F -14.39307 4.05329 -1.31255
F -13.47108 5.82938 -0.42476
F -15.39074 6.09162 -1.43860
C -11.06849 5.25253 -2.28111
C -10.32628 3.97278 -2.00242
H -10.49716 3.36686 -2.89223
H -9.27139 4.24708 -2.01111
H -10.73598 3.52447 -1.09728
H -11.09170 5.83012 -1.35701
H -10.63298 5.80390 -3.11442
H -12.95399 6.65438 -2.72676
C -14.46321 7.90708 5.44059
O -15.40866 8.96862 5.28813
O -14.08228 7.86398 6.80968
C -14.74912 6.55187 4.75877
F -13.81565 5.60947 4.99839
F -15.82507 5.97694 5.23114
F -15.03671 6.67063 3.45666
C -15.81705 9.53095 4.06939
C -16.81795 10.66859 4.43361
H -16.18527 11.51834 4.69001
H -17.34007 10.96416 3.52359
H -17.58656 10.50033 5.18795
H -16.18494 8.83834 3.31239
H -14.91629 9.95983 3.63030
H -13.66183 8.35898 4.85606
C -10.84098 3.65545 13.50089
O -10.60373 2.67925 12.43749
O -9.48844 4.11049 13.70820
C -12.02362 4.67377 13.30865
F -12.13087 5.08237 12.03534
F -13.25047 4.24778 13.74679
F -11.85132 5.75891 14.06610
C -11.75823 1.81923 12.12939
C -11.07543 0.94143 11.12681
H -10.40788 0.24471 11.63381
H -11.85291 0.31866 10.68433
H -10.66190 1.40562 10.23148
H -12.67325 2.27096 11.74626
H -12.00602 1.05551 12.86656
H -11.09895 3.04793 14.36834
C -7.31217 1.88107 9.22446
O -8.30971 2.79890 9.56860
O -7.32487 1.00970 10.35605
C -7.35715 1.34590 7.70364
F -8.43015 1.64398 7.08015
F -6.42373 1.87548 6.86825
F -7.20531 0.03110 7.68472
C -8.35355 4.12360 8.99026
C -9.62588 4.89062 9.48458
H -9.71524 5.82889 8.93707
H -10.60311 4.40968 9.44188
H -9.62022 5.14532 10.54439
H -8.35996 4.17661 7.90157
H -7.45499 4.67181 9.27336
H -6.43020 2.51303 9.32866
C -22.15175 0.58375 5.54995
O -21.98248 1.93489 5.88137
C -21.84141 2.78757 4.78916
C -20.36878 2.83015 4.34157
N -19.46495 3.28948 5.48636
H -20.01253 3.80865 6.15771
H -19.22910 2.39295 5.88723
C -18.14229 4.12900 5.05189
C -17.15780 3.38335 4.11204
O -17.92742 3.13873 2.93681
C -17.14511 2.53808 1.91086
H -21.45017 0.23103 4.79399
H -23.15815 0.37957 5.18448
H -22.02998 -0.11300 6.37930
H -22.22421 3.79215 4.96912
H -22.53678 2.44958 4.02084
H -20.22157 3.50162 3.49567
H -19.96975 1.84485 4.10058
H -17.65876 4.53551 5.94017
H -18.62760 4.98138 4.57647
H -17.05761 2.38707 4.54273
H -16.18380 3.86847 4.04818
H -16.94120 1.50651 2.19787
H -16.27166 3.14415 1.67030
H -17.58113 2.58237 0.91285
C -7.21910 -3.86790 13.62761
O -7.82339 -3.33870 12.46564
C -6.96276 -2.77923 11.54523
C -7.67344 -2.29383 10.26889
N -8.48224 -3.45478 9.63574
H -7.88270 -4.26757 9.64147
H -9.31428 -3.76701 10.11565
C -8.93438 -3.13125 8.23013
C -9.97757 -1.96833 8.10074
O -11.17421 -2.01619 8.91489
C -12.18879 -2.86288 8.43478
H -6.83242 -3.01165 14.18027
H -6.38474 -4.56531 13.55302
H -7.90528 -4.36798 14.31111
H -6.16608 -3.43991 11.20330
H -6.33746 -1.98651 11.95595
H -7.00423 -1.86411 9.52351
H -8.47572 -1.61612 10.56072
H -9.43779 -4.05274 7.93767
H -8.02054 -3.14095 7.63607
H -10.21652 -1.66983 7.08000
H -9.37487 -1.11946 8.42368
H -13.01212 -2.97466 9.14028
H -11.72739 -3.84649 8.34694
H -12.48780 -2.49849 7.45198
C -13.29525 -4.46284 -2.54163
O -14.67254 -4.43217 -2.15859
C -15.21898 -5.71870 -1.93564
C -16.32927 -5.46531 -0.89456
N -15.79013 -4.69439 0.36583
H -15.06405 -5.26905 0.76914
H -15.25707 -3.92104 -0.00549
C -16.81730 -4.08631 1.36601
C -16.15564 -3.34583 2.50587
O -15.42930 -2.17334 2.03273
C -15.26748 -1.16475 3.02186
H -13.07880 -5.21018 -3.30501
H -12.72589 -4.71410 -1.64675
H -12.92670 -3.54085 -2.99129
H -14.50855 -6.47464 -1.60105
H -15.66303 -6.03097 -2.88084
H -16.87786 -6.38121 -0.67482
H -17.12262 -4.84019 -1.30436
H -17.23249 -4.98771 1.81679
H -17.58674 -3.54868 0.81193
H -15.47260 -3.97900 3.07214
H -16.93571 -3.13754 3.23813
H -14.61687 -1.47033 3.84126
H -16.20515 -0.95643 3.53710
H -14.90742 -0.26101 2.53022
C -18.46724 7.62794 6.35375
O -17.47375 6.90028 7.21363
C -17.60387 7.19101 8.52777
C -16.79951 6.20997 9.41051
N -15.28202 6.30442 9.06006
H -15.08009 6.34963 8.07148
H -14.92543 7.12613 9.52668
C -14.42786 5.19707 9.71109
C -14.37807 4.02958 8.74944
O -15.66305 3.68492 8.24485
C -15.58960 2.62883 7.36562
H -19.43691 7.16539 6.53786
H -18.31161 7.56778 5.27660
H -18.60404 8.69282 6.54192
H -18.64084 7.24388 8.85944
H -17.24949 8.22031 8.58309
H -17.07303 5.15797 9.32935
H -16.88561 6.50557 10.45613
H -14.88344 4.93187 10.66514
H -13.45467 5.65222 9.89500
H -13.88815 3.18168 9.22814
H -13.69186 4.15909 7.91252
H -15.26812 2.84064 6.34588
H -16.57325 2.18879 7.20162
H -15.06328 1.72416 7.67005
C -12.17509 10.38055 1.17849
O -11.83824 9.27310 2.06129
C -11.52339 8.12873 1.31285
C -11.48097 6.96106 2.25717
N -10.33965 6.95746 3.33302
H -10.44341 6.05373 3.77190
H -9.41310 6.97238 2.93132
C -10.33868 8.11704 4.31425
C -9.40420 7.79272 5.53519
O -9.67486 6.50456 6.05018
C -11.00562 6.31636 6.56304
H -12.98373 10.12774 0.49272
H -11.33093 10.63245 0.53658
H -12.55484 11.18035 1.81426
H -10.57328 8.28244 0.80122
H -12.18420 8.01051 0.45410
H -11.36714 6.02140 1.71664
H -12.38618 6.78079 2.83698
H -11.38736 8.31468 4.53627
H -9.97144 8.97664 3.75359
H -9.57249 8.59343 6.25536
H -8.34408 7.80567 5.28204
H -10.98299 5.28801 6.92372
H -11.73637 6.38904 5.75755
H -11.29490 6.88448 7.44715
C -6.85849 5.45549 5.77980
O -6.97758 4.19440 5.13958
C -7.41875 4.21040 3.80959
C -7.65092 2.79656 3.31443
N -8.57663 1.94924 4.26309
H -8.29927 1.94793 5.23426
H -9.30837 2.64510 4.28410
C -9.06619 0.58427 3.73792
C -8.15344 -0.60493 4.14559
O -6.83462 -0.31733 3.72804
C -5.81251 -1.15958 4.25600
H -7.61158 5.72948 6.51865
H -6.71621 6.29549 5.09992
H -5.99053 5.42520 6.43846
H -6.69315 4.68546 3.14935
H -8.34317 4.76278 3.64095
H -6.80367 2.14692 3.09483
H -8.27026 2.84678 2.41889
H -9.25998 0.59697 2.66536
H -10.04837 0.31224 4.12446
H -8.40208 -1.62235 3.84370
H -8.19530 -0.74154 5.22619
H -5.99613 -2.17999 3.91963
H -5.74768 -1.10914 5.34290
H -4.91191 -0.77439 3.77782
```

Computed properties:
E (a.u.): -5690.02897
2S+1: 2
Max |F| (eV Å⁻¹): 5.91
HOMO energy (alpha / beta) (eV): -3.1 / -4.6


The highest max |F| belongs to which entry? C56H126F15N6O22